1.
Formula: C26H72N9O6P5S2
Source: the OMol25 dataset
Level of theory: ωB97M-V with the def2-TZVPD basis set

## Properties
SMILES string = CCP(CC)[C@H]1CC[C@H]([PH2]=S)OS1(=O)=O.CN(C)P(=O)(N(C)C)N(C)C.CN(C)P(=O)(N(C)C)N(C)C.CN(C)P(=O)(N(C)C)N(C)C
orbital gap = 7.526 eV
E_LUMO = -0.131 eV
maximum force = 7.754 eV/Å
calculated total energy = -121934.4067 eV

XYZ file:
```
120
Properties=species:S:1:pos:R:3:forces:R:3:lowdin_charge:R:1
C -0.751709 -0.218484 -2.656748 -0.47 0.46 0.66 -0.152
C -1.653776 0.818409 -1.871766 1.05 -1.41 -1.46 -0.388
P -2.795646 1.788319 -2.957953 -1.75 1.64 1.73 0.999
C -1.884414 3.017995 -3.991941 1.40 -0.76 -0.49 -0.391
C -0.385250 2.678537 -4.241829 -0.88 0.06 -0.32 -0.153
C -3.648146 0.520661 -4.042531 0.47 -1.02 -0.76 -0.523
C -4.114618 -0.689653 -3.196494 -0.63 0.80 0.44 -0.229
C -5.243858 -1.513867 -3.858785 0.59 -0.49 -0.27 -0.183
C -5.463747 -1.230313 -5.351618 0.33 -0.63 0.84 -0.518
P -4.021304 -1.756927 -6.444837 -1.23 -0.92 -1.92 0.397
S -4.739832 -2.614250 -8.056896 0.17 0.15 0.25 0.089
O -5.900678 0.097231 -5.643739 1.29 0.27 0.16 -0.220
S -5.155703 1.236656 -4.761833 -0.41 2.63 1.45 0.586
O -6.034036 1.579659 -3.691011 -0.42 -1.18 0.56 -0.264
O -4.833342 2.383467 -5.548412 0.65 -0.80 -1.37 -0.270
H 0.267680 0.165791 -2.692644 0.00 -0.28 -0.20 0.061
H -1.123908 -0.367905 -3.672562 0.21 -0.09 0.04 0.040
H -0.775327 -1.181163 -2.137684 0.23 0.05 -0.13 0.062
H -0.967402 1.456716 -1.312434 -0.49 0.42 -0.07 0.069
H -2.219133 0.254373 -1.127597 -0.33 0.42 -0.09 0.055
H -1.904977 4.001393 -3.517690 -0.49 -0.21 0.19 0.071
H -2.416472 3.097537 -4.945347 -0.08 0.00 0.17 0.062
H 0.173848 2.768420 -3.309182 0.11 -0.20 -0.15 0.067
H 0.047746 3.357415 -4.980574 0.06 -0.03 0.16 0.065
H -0.329847 1.665044 -4.645619 0.38 0.08 0.11 0.053
H -2.997922 0.224622 -4.876283 -0.22 -0.04 -0.01 0.056
H -3.277604 -1.306126 -2.865762 0.03 0.05 -0.30 0.104
H -4.540123 -0.233800 -2.293682 0.13 -0.16 0.01 0.110
H -4.959158 -2.572211 -3.796407 -0.17 0.07 -0.07 0.113
H -6.201151 -1.439884 -3.338955 0.13 0.32 -0.01 0.126
H -6.270156 -1.889394 -5.679402 0.15 0.14 -0.32 0.109
H -3.237297 -2.722943 -5.774244 0.14 0.74 0.52 -0.010
H -3.240576 -0.642540 -6.817508 0.08 -0.05 0.68 -0.009
O -2.695338 2.293245 1.584158 -3.05 -2.42 -1.37 -0.308
P -2.951988 1.526429 2.868319 5.23 4.44 3.62 0.731
N -3.527901 2.854233 3.810835 -0.74 -0.10 -0.20 -0.306
C -3.487790 2.966680 5.255898 -0.12 -0.45 0.34 -0.137
C -4.750038 3.482937 3.316276 0.04 0.19 -0.45 -0.144
N -1.249923 1.303921 3.176887 0.75 -0.54 0.09 -0.350
C -0.538724 2.116360 4.142579 -0.29 -0.13 0.41 -0.140
C -0.423030 1.104672 1.992545 -0.18 0.12 -0.14 -0.156
N -3.294079 0.361167 4.143643 -1.49 -1.58 -2.53 -0.268
C -2.464906 -0.860529 4.215187 0.43 -0.15 0.20 -0.125
C -4.700687 -0.104933 4.042293 -0.36 0.44 0.39 -0.136
H -4.248602 2.349613 5.755105 -0.01 0.04 0.03 0.078
H -3.668363 4.005228 5.544342 -0.08 0.04 -0.20 0.084
H -2.520983 2.708281 5.674168 -0.03 -0.17 -0.12 0.049
H -5.651874 2.971758 3.682775 -0.02 0.09 0.09 0.069
H -4.785745 3.480686 2.227451 0.14 -0.09 0.01 0.071
H -4.800027 4.527494 3.632515 0.04 -0.04 0.09 0.080
H -0.677123 3.192196 3.972346 0.03 0.04 0.09 0.087
H 0.531967 1.902735 4.111618 -0.02 -0.06 -0.23 0.076
H -0.840538 1.863300 5.162450 -0.08 0.13 0.00 0.059
H -0.175435 2.054736 1.502347 0.02 -0.06 -0.13 0.079
H -0.928478 0.469890 1.264119 -0.01 0.08 -0.02 0.057
H 0.511431 0.601091 2.257698 -0.04 0.01 0.20 0.077
H -2.397102 -1.369736 3.251103 0.04 -0.11 0.06 0.090
H -2.884166 -1.559627 4.941695 -0.29 0.12 -0.08 0.078
H -1.463222 -0.644608 4.568330 0.00 0.14 -0.18 0.055
H -4.872135 -0.679075 3.127633 -0.03 -0.14 0.10 0.081
H -5.394005 0.739671 4.042240 0.11 0.09 -0.05 0.063
H -4.960577 -0.726251 4.899026 0.11 -0.01 0.01 0.082
O 3.141500 2.707969 -5.266948 0.31 3.19 -1.79 -0.305
P 4.438658 2.493553 -6.012704 0.79 -6.45 2.39 0.710
N 3.946355 1.152575 -6.977455 -0.24 0.36 -0.40 -0.305
C 4.820104 0.184845 -7.612036 0.49 0.14 -0.22 -0.136
C 2.792451 1.395283 -7.839521 -0.41 0.12 0.24 -0.141
N 5.357707 1.938781 -4.650780 0.40 0.11 0.44 -0.349
C 5.668615 0.534763 -4.464602 0.25 -0.13 -0.45 -0.137
C 5.007807 2.548873 -3.371878 -0.24 0.13 -0.07 -0.149
N 5.921547 2.737287 -6.925421 -1.10 2.90 0.03 -0.275
C 7.077546 3.334009 -6.228029 0.32 -0.12 0.27 -0.125
C 5.658835 3.600467 -8.105389 -0.18 -0.39 -0.45 -0.132
H 5.319062 0.581054 -8.507689 -0.01 -0.03 -0.01 0.079
H 4.235587 -0.684999 -7.921197 -0.17 0.11 0.03 0.084
H 5.585486 -0.196484 -6.943568 0.02 0.20 0.02 0.049
H 3.084588 1.840325 -8.801101 -0.01 -0.12 -0.06 0.069
H 2.076952 2.066398 -7.366319 0.12 0.02 0.12 0.066
H 2.263422 0.461622 -8.044914 0.11 -0.05 -0.01 0.081
H 4.776931 -0.103820 -4.507338 0.05 -0.08 -0.02 0.087
H 6.155796 0.373031 -3.501286 -0.12 0.20 0.09 0.079
H 6.399312 0.195461 -5.203656 -0.14 -0.06 -0.06 0.062
H 4.127712 2.079931 -2.916280 -0.03 0.09 0.04 0.079
H 4.799350 3.611716 -3.490302 -0.08 -0.04 0.00 0.070
H 5.844661 2.463984 -2.673325 0.08 -0.11 -0.11 0.078
H 6.813560 4.250880 -5.695910 0.12 0.04 0.00 0.086
H 7.861985 3.570481 -6.950643 -0.24 0.06 -0.21 0.080
H 7.521506 2.635471 -5.526115 -0.26 -0.03 0.09 0.072
H 5.379414 4.615644 -7.810459 0.13 0.06 -0.07 0.084
H 4.848511 3.193934 -8.714255 -0.04 -0.07 0.12 0.063
H 6.538826 3.651891 -8.746010 0.05 -0.04 0.09 0.082
O -0.362142 -2.945114 5.616908 0.67 -2.75 -2.34 -0.303
P 0.673983 -3.716883 6.402564 -0.31 4.27 5.48 0.714
N -0.306650 -4.135681 7.756186 -0.23 -0.47 -0.31 -0.304
C 0.165756 -4.510956 9.074941 0.46 -0.31 0.08 -0.135
C -1.509652 -4.901788 7.441631 -0.31 0.23 -0.29 -0.143
N 1.672963 -2.354465 6.791650 0.49 0.33 -0.13 -0.346
C 1.661490 -1.755519 8.112778 0.12 -0.41 0.32 -0.134
C 1.734423 -1.313281 5.769841 -0.22 -0.09 -0.17 -0.146
N 1.967723 -4.811637 6.870116 -0.34 -0.79 -2.99 -0.274
C 3.346261 -4.472954 6.464951 0.33 0.26 0.13 -0.124
C 1.702338 -6.173038 6.338434 -0.35 -0.28 0.44 -0.132
H 0.564738 -5.534429 9.111542 -0.02 0.00 0.03 0.079
H -0.661556 -4.456748 9.786455 -0.13 0.01 -0.16 0.085
H 0.928445 -3.840369 9.457704 0.07 -0.05 -0.19 0.050
H -1.307819 -5.981148 7.392152 -0.05 -0.02 0.13 0.069
H -1.935153 -4.599183 6.485836 0.14 0.09 -0.01 0.067
H -2.279727 -4.735172 8.198422 0.09 0.00 0.08 0.081
H 0.649964 -1.493467 8.448049 0.03 0.01 0.09 0.088
H 2.269714 -0.849432 8.129584 -0.05 0.03 -0.25 0.080
H 2.131681 -2.417009 8.845235 -0.16 -0.02 0.03 0.063
H 0.870500 -0.638564 5.812566 0.00 0.02 -0.10 0.071
H 1.772993 -1.747749 4.771053 -0.09 0.02 0.01 0.072
H 2.642962 -0.717898 5.893778 0.02 -0.07 0.16 0.080
H 3.421241 -4.242485 5.399757 0.12 -0.02 0.00 0.086
H 4.010865 -5.312334 6.682001 -0.26 -0.19 -0.06 0.081
H 3.732437 -3.633754 7.034377 -0.23 0.13 -0.07 0.073
H 1.741215 -6.195879 5.245918 0.13 -0.10 0.00 0.084
H 0.715984 -6.527120 6.645722 -0.03 0.14 0.02 0.063
H 2.428486 -6.885243 6.729343 0.05 0.09 0.03 0.082
```
Forces are in eV/Å.

2.
Formula: C2H10N3
Source: the OMol25 dataset
Level of theory: ωB97M-V with the def2-TZVPD basis set

## Properties
orbital gap = 11.036 eV
relative energy (zero: lowest compared OMol25 entry of this formula, charge and spin) = 129.7 kJ/mol
E_LUMO = -3.451 eV
maximum force = 3.460 eV/Å
calculated total energy = -6699.6947 eV
charge = +1

XYZ file:
```
15
Properties=species:S:1:pos:R:3:forces:R:3:lowdin_charge:R:1
C -1.602055 1.002448 0.575552 0.00 -0.64 0.91 -0.078
N -0.658922 0.190035 1.416237 0.30 0.97 -0.37 -0.015
H -2.117670 1.700381 1.224573 -0.16 0.20 -0.07 0.085
H -2.342466 0.309656 0.201039 -0.12 0.13 -0.61 0.082
H -1.056516 1.563508 -0.180325 -0.05 -0.26 -0.13 0.087
H -0.293665 0.852079 2.097013 0.11 -0.42 0.33 0.121
H -1.117464 -0.565779 1.910955 -0.14 0.09 0.08 0.124
H 0.451814 -0.190500 0.771278 0.50 0.06 -0.11 0.070
N 0.467620 -0.872496 -1.820298 1.79 -1.31 0.77 0.138
C 1.554715 -0.957369 -0.989565 -1.10 3.13 -0.97 -0.184
N 1.552332 -0.445536 0.203693 -0.70 -0.53 -0.24 0.095
H 0.769528 -0.700588 -2.763476 -0.78 -0.56 -0.38 0.114
H -0.490745 -0.845661 -1.529439 -0.09 0.29 -0.04 0.102
H 2.474581 -1.080969 -1.555366 0.13 -0.27 0.28 0.144
H 2.408912 0.040792 0.438128 0.30 -0.87 0.56 0.115
```
Forces are in eV/Å.

3.
Formula: C25H48BrN3O6
Source: the OMol25 dataset
Level of theory: ωB97M-V with the def2-TZVPD basis set

## Properties
orbital gap (spin up / spin down) = 9.006 / 9.677 eV
multiplicity = 3
E_LUMO (spin up / spin down) = 0.396 / 0.204 eV
maximum force = 4.785 eV/Å
calculated total energy = -113498.6190 eV

XYZ file:
```
83
Properties=species:S:1:pos:R:3:forces:R:3:lowdin_charge:R:1
C -6.617109 2.891833 5.309734 -0.51 -0.45 -0.01 -0.136
C -7.724967 1.839015 5.275277 0.79 -0.09 -0.94 -0.741
Br -8.553803 1.574657 7.007676 -0.02 0.17 -0.07 0.716
C -7.109804 0.553409 4.705528 -0.52 0.42 1.02 -0.252
N -7.932727 -0.634438 4.942889 1.09 0.19 -0.33 0.080
C -7.474064 -1.803920 4.344856 -0.36 3.31 -1.34 -0.634
O -7.541948 -2.830670 4.872458 -0.03 -4.32 2.05 0.173
O -6.989109 -1.632241 3.101655 0.54 0.75 -0.43 0.021
C -5.722288 -2.248380 2.877667 0.09 -0.23 -0.50 -0.149
C -4.617213 -1.825456 3.816142 0.28 -0.45 0.16 -0.063
C -4.035773 -0.495405 3.480588 1.23 -1.64 2.47 -0.589
O -4.405778 0.185369 2.621382 -1.52 2.76 -3.27 0.155
O -2.989044 -0.156489 4.264675 0.09 -0.19 0.83 0.101
H -7.026987 3.887565 5.207997 0.04 0.26 0.28 0.077
H -6.031224 2.772067 6.211185 0.21 0.22 0.17 0.069
H -5.984007 2.701149 4.448085 0.23 0.12 -0.17 0.075
H -8.446940 2.164502 4.541682 -0.80 0.05 0.34 0.091
H -6.129184 0.464490 5.177947 0.25 -0.25 -0.01 0.119
H -6.969687 0.747765 3.656367 0.05 -0.24 -0.42 0.123
H -7.884501 -0.850151 5.931577 -0.71 0.14 0.14 0.095
H -5.796283 -3.328002 2.852578 -0.29 -0.27 0.31 0.128
H -5.427599 -1.947906 1.881870 -0.13 0.18 -0.28 0.130
H -4.872230 -1.857765 4.871303 -0.15 -0.07 0.16 0.135
H -3.807249 -2.541731 3.692068 0.15 -0.20 0.13 0.141
H -2.810225 0.790995 4.167597 0.04 -0.13 -0.31 0.124
C 2.517965 1.204690 -0.106059 -0.08 -0.16 -0.24 -0.044
C 1.726751 1.822089 1.067787 1.65 -0.53 -0.83 -0.488
C 1.490255 0.751741 2.132956 -0.47 -0.20 0.23 -0.133
C 0.451172 -0.287521 1.717744 -0.02 0.06 -0.01 -0.169
C -0.852217 0.384402 1.288157 0.39 -0.13 0.48 -0.133
C -0.658164 1.477531 0.233388 -0.68 -0.91 -1.75 -0.486
N 0.442855 2.417088 0.591430 -0.65 -0.54 1.96 -0.083
O 0.012824 3.245589 1.475886 -0.08 0.88 -0.12 -0.012
C -0.383662 0.841391 -1.144386 0.27 -0.24 -0.05 -0.036
C -1.985943 2.211317 0.047415 0.02 0.56 0.37 -0.040
C 2.648836 2.902019 1.630233 -0.32 0.47 0.25 -0.044
H 3.579770 1.144531 0.135390 -0.04 0.09 0.15 0.084
H 2.217453 0.186906 -0.348444 -0.09 0.05 -0.05 0.053
H 2.429490 1.814803 -1.006556 -0.05 -0.01 0.01 0.094
H 1.159605 1.225755 3.063134 -0.03 0.12 -0.08 0.125
H 2.434888 0.253174 2.362839 0.08 0.12 -0.09 0.126
H 0.834582 -0.920734 0.912574 0.02 0.05 -0.02 0.103
H 0.253201 -0.956372 2.558593 0.00 -0.01 -0.02 0.112
H -1.539836 -0.378588 0.915990 -0.08 0.16 -0.18 0.127
H -1.331612 0.814110 2.172756 0.05 0.15 -0.05 0.106
H -0.126413 1.602544 -1.882617 0.04 0.03 0.05 0.095
H -1.272576 0.324574 -1.507672 -0.09 0.08 0.12 0.088
H 0.406355 0.094522 -1.134866 0.06 0.08 0.02 0.044
H -2.373747 2.610775 0.983225 0.12 0.07 -0.01 0.078
H -2.737001 1.523941 -0.340493 0.12 -0.12 -0.01 0.088
H -1.884515 3.034911 -0.661606 0.04 0.00 0.03 0.093
H 2.850460 3.671195 0.882335 -0.03 -0.01 0.00 0.094
H 3.600416 2.459208 1.923705 -0.03 -0.15 -0.11 0.086
H 2.237126 3.384692 2.515156 -0.12 0.02 -0.10 0.079
C 5.835150 -2.625945 -5.691727 -0.11 -0.21 0.15 -0.037
C 5.549383 -1.122430 -5.477542 1.07 -1.44 -0.69 -0.492
C 6.380101 -0.610236 -4.299025 -0.16 0.23 0.47 -0.134
C 5.868368 -1.101255 -2.945680 -0.07 -0.02 -0.07 -0.172
C 4.383322 -0.782591 -2.779516 0.53 0.32 0.01 -0.138
C 3.516051 -1.263794 -3.944770 -0.89 -1.67 0.74 -0.489
N 4.091313 -0.883463 -5.266413 0.69 1.63 1.14 -0.086
O 3.833455 0.356532 -5.489991 -0.52 0.30 -0.67 -0.010
C 3.327029 -2.792508 -3.868697 0.27 -0.21 0.00 -0.034
C 2.106317 -0.701451 -3.769048 -0.07 0.58 -0.35 -0.045
C 6.028543 -0.452020 -6.763343 -0.33 0.52 -0.12 -0.046
H 6.771350 -2.762579 -6.232854 0.01 0.17 -0.02 0.083
H 5.947547 -3.185892 -4.765471 -0.10 0.02 0.00 0.061
H 5.048940 -3.094414 -6.285474 -0.02 0.03 0.03 0.092
H 6.378442 0.484653 -4.297652 -0.12 -0.01 -0.09 0.126
H 7.421253 -0.914548 -4.428813 -0.04 -0.06 -0.16 0.126
H 6.041801 -2.174747 -2.830262 -0.01 0.00 -0.05 0.102
H 6.434794 -0.617517 -2.146928 -0.01 -0.02 0.00 0.113
H 4.021956 -1.221844 -1.846457 -0.16 -0.06 -0.09 0.120
H 4.273631 0.301519 -2.668827 -0.07 0.00 -0.14 0.120
H 2.816619 -3.164332 -4.758405 0.03 0.04 -0.03 0.093
H 2.714037 -3.054996 -3.005746 -0.04 0.15 0.01 0.085
H 4.255703 -3.345631 -3.751052 0.01 0.03 -0.08 0.059
H 2.103407 0.383806 -3.673747 0.05 -0.01 -0.14 0.078
H 1.652573 -1.100080 -2.861426 0.16 -0.15 0.02 0.074
H 1.463465 -0.973454 -4.608185 0.05 0.02 -0.02 0.095
H 5.464132 -0.812821 -7.625255 -0.02 0.01 0.02 0.093
H 7.080862 -0.681227 -6.929275 -0.01 -0.15 0.12 0.086
H 5.941879 0.632719 -6.727198 -0.15 -0.04 0.04 0.079
```
Forces are in eV/Å.

4.
Formula: C4H12
Source: the OMol25 dataset
Level of theory: ωB97M-V with the def2-TZVPD basis set

## Properties
SMILES string = CC.CC
orbital gap = 12.550 eV
relative energy (zero: lowest compared OMol25 entry of this formula, charge and spin) = 37.5 kJ/mol
E_LUMO = 1.172 eV
maximum force = 1.890 eV/Å
calculated total energy = -4342.1400 eV

XYZ file:
```
16
Properties=species:S:1:pos:R:3:forces:R:3:lowdin_charge:R:1
C -0.581667 -0.965389 1.416822 -1.02 -1.59 0.12 -0.172
C -1.569219 -0.134910 2.229901 1.03 0.84 0.29 -0.167
H -0.758937 -0.891300 0.349904 0.36 0.59 -0.06 0.026
H 0.471198 -0.927139 1.684048 0.00 0.54 -0.06 0.068
H -0.855850 -2.016582 1.578804 0.13 -0.05 0.14 0.063
H -1.656168 -0.495811 3.253378 -0.41 -0.41 -0.11 0.059
H -2.527048 -0.045886 1.720062 -0.06 -0.15 0.26 0.065
H -1.179257 0.871494 2.405679 -0.13 0.18 -0.40 0.057
C 0.406010 0.168917 -1.844828 -0.06 0.65 -0.81 -0.171
C 1.746838 0.930092 -1.788736 -0.47 -0.28 1.12 -0.155
H -0.377170 0.798873 -1.428855 -0.12 -0.05 0.16 0.057
H 0.073143 -0.031484 -2.864807 0.20 -0.24 -0.02 0.060
H 0.426555 -0.756423 -1.285202 0.11 -0.12 -0.03 0.039
H 2.066622 1.450287 -2.685301 -0.17 -0.10 -0.17 0.058
H 2.530094 0.263152 -1.438735 0.27 -0.03 -0.28 0.056
H 1.623875 1.658479 -0.984290 0.34 0.23 -0.15 0.057
```
Forces are in eV/Å.